1.
Computed, not measured: C23H32Br42FN5O2P as an isolated structure in a non-equilibrium geometry, with ωB97M-V with the def2-TZVPD basis set.

XYZ file:
```
106
Properties=species:S:1:pos:R:3:forces:R:3
C 0.53824 -0.74859 1.34930 1.00 -1.20 0.47
C 1.71980 -0.81041 0.20347 -0.83 0.67 -0.43
F 1.75296 -2.20024 -0.36977 0.20 3.10 1.29
C 1.38353 0.22143 -1.06741 -1.31 -0.62 -0.20
C 0.39687 1.43940 -0.57969 -3.44 2.97 0.32
C -1.18906 1.57378 -1.09548 2.94 2.73 3.09
C -2.04357 2.86835 -0.46921 4.52 -2.23 1.70
P -3.91849 3.11955 -0.93533 -1.70 -1.45 1.22
O -4.62205 1.49537 -0.79612 2.18 2.53 2.25
O -4.60924 3.95890 0.46934 2.65 -3.14 -1.51
N -1.31034 3.78600 0.48020 -1.13 -2.76 -2.77
N -0.02361 3.77157 0.92703 1.48 -4.37 -2.61
C 0.85511 2.66276 0.46625 -1.85 -0.32 -0.87
C 2.40304 2.59767 1.03716 -1.42 1.21 1.31
C 3.53453 3.18254 0.00562 1.26 -0.15 0.51
N 4.20213 4.41375 0.64424 -0.24 -0.92 -0.38
N 4.65318 2.12147 -0.04495 -1.36 0.58 0.03
N 3.02450 3.53187 -1.37456 0.37 -0.42 1.43
H 0.56422 0.25275 1.97779 0.05 -2.11 -1.64
H 0.78503 -1.62748 2.11863 -0.54 1.94 -1.65
H -0.53755 -0.96991 0.92601 2.23 0.64 0.63
H 2.77830 -0.48519 0.59607 -2.01 -1.29 -0.61
H 0.75734 -0.42589 -1.85037 1.32 1.55 1.79
H 2.35200 0.57331 -1.63541 -1.86 -0.41 1.48
H -1.64384 0.79388 -1.84624 0.79 1.84 1.69
H -4.56681 1.22710 0.18761 -0.35 0.16 -1.97
H -4.15936 3.48271 1.24278 -1.31 1.07 -0.99
H -1.90910 4.59096 0.84456 1.51 -1.34 -0.99
H 2.61523 1.52048 1.44729 -0.37 1.99 -1.15
H 2.41981 3.31356 1.99178 -0.24 -1.54 -2.05
H 5.14445 4.46351 0.17800 -1.34 0.16 0.66
H 4.40151 4.23486 1.66721 -0.41 0.09 -1.62
H 5.01463 2.10242 0.94402 -0.13 -0.07 -1.65
H 5.40658 2.42361 -0.70214 -0.98 -0.04 0.86
H 2.49311 4.42939 -1.40121 0.62 -1.25 0.26
H 2.51848 2.74460 -1.83634 0.60 1.13 0.72
C -1.30474 -0.24226 5.19992 -0.11 -0.34 0.18
Br -1.40654 0.89865 3.62761 -0.20 -0.01 0.45
Br 0.42996 -1.10917 5.35413 -0.45 0.33 -0.07
Br -1.78094 0.71807 6.82322 0.20 -0.18 -0.46
H -2.04798 -1.03549 5.06801 0.28 0.36 0.05
C 0.98615 -3.70394 -3.48250 0.41 -0.21 0.00
Br 0.89122 -3.92087 -5.41332 -0.04 0.07 0.56
Br -0.37295 -2.47758 -2.82417 -0.07 -0.43 -0.30
Br 0.92660 -5.41449 -2.55806 -0.59 0.39 -0.49
H 1.95874 -3.25331 -3.25882 -0.40 -0.17 -0.06
C -7.01084 -1.07042 1.48681 -0.41 -0.16 -0.08
Br -6.82656 -2.92330 0.92375 0.03 0.58 0.16
Br -5.39685 -0.41251 2.35092 -0.12 -0.04 -0.25
Br -7.56703 0.07999 0.02006 0.18 -0.33 0.42
H -7.80896 -1.04178 2.23595 0.41 0.00 -0.28
C 5.29924 -5.78100 -2.10559 0.16 0.23 -0.11
Br 5.20431 -5.99794 -4.03642 -0.06 0.03 0.55
Br 3.94014 -4.55464 -1.44727 0.75 -0.17 0.10
Br 5.23970 -7.49155 -1.18115 0.01 0.36 -0.20
H 6.27183 -5.33037 -1.88192 -0.39 -0.25 -0.07
C -5.38652 6.09136 -4.02835 -0.17 0.17 -0.21
Br -5.62987 5.17993 -2.32710 -0.37 0.70 -0.81
Br -3.59570 6.83074 -4.20378 -0.45 -0.28 0.08
Br -5.84900 4.94965 -5.53392 0.15 0.26 0.45
H -6.08368 6.93566 -4.04134 0.28 -0.34 0.06
C -5.51487 -0.19155 7.18495 0.14 0.18 0.12
Br -6.84410 0.34784 5.87103 0.26 -0.14 0.35
Br -6.18117 -0.01317 9.00394 0.16 -0.10 -0.54
Br -4.83550 -1.98044 6.83504 -0.17 0.43 0.03
H -4.66914 0.49681 7.08531 -0.38 -0.33 0.02
C 1.98513 -9.75064 -0.83778 0.12 0.20 -0.03
Br 0.65590 -9.21125 -2.15170 0.38 0.16 0.60
Br 1.31883 -9.57226 0.98121 0.14 -0.08 -0.46
Br 2.66450 -11.53953 -1.18768 -0.21 0.41 0.08
H 2.83086 -9.06228 -0.93742 -0.40 -0.31 0.02
C 5.55021 -2.05812 2.62387 0.17 -0.24 0.14
Br 6.77137 -2.48826 1.17201 -0.38 0.10 0.34
Br 5.07572 -0.17153 2.63572 0.05 -0.43 0.05
Br 3.97575 -3.20045 2.60796 0.37 0.36 -0.09
H 6.08217 -2.25988 3.55947 -0.24 0.14 -0.42
C -0.62224 -11.53094 -5.77600 -0.21 -0.08 0.09
Br -0.07213 -9.88700 -6.65861 -0.08 -0.40 0.23
Br -0.69625 -13.02832 -7.01571 0.06 0.40 0.29
Br 0.48657 -11.92725 -4.22758 -0.27 -0.15 -0.66
H -1.64073 -11.37050 -5.40728 0.47 -0.07 -0.18
C -4.72597 9.47881 -0.99367 0.01 0.18 0.11
Br -5.94325 9.72058 -2.49165 0.30 -0.13 0.35
Br -5.13158 7.86596 0.01564 0.14 0.46 -0.16
Br -2.86492 9.53109 -1.55748 -0.45 -0.01 0.18
H -4.87907 10.32621 -0.31729 0.07 -0.39 -0.33
C -9.92813 6.05173 -2.63491 -0.26 0.01 0.06
Br -9.75637 6.51622 -4.51610 0.07 -0.12 0.50
Br -9.19614 4.28991 -2.25455 -0.27 0.40 -0.11
Br -9.16464 7.41772 -1.47936 -0.08 -0.36 -0.32
H -10.99950 6.00753 -2.41302 0.50 0.02 -0.11
C 9.11781 -7.14851 -0.98568 -0.03 -0.30 0.03
Br 9.01601 -6.00761 -2.55798 0.04 -0.22 0.38
Br 10.85250 -8.01543 -0.83146 -0.47 0.32 -0.05
Br 8.64161 -6.18818 0.63763 0.11 -0.15 -0.42
H 8.37457 -7.94175 -1.11758 0.30 0.38 0.05
C -4.24034 5.52661 3.97055 -0.45 0.33 0.61
Br -3.01917 5.09646 2.51870 -0.08 0.67 1.68
Br -4.71482 7.41320 3.98240 0.18 -0.65 -0.10
Br -5.81480 4.38427 3.95464 0.52 0.28 -0.12
H -3.70838 5.32485 4.90615 -0.13 0.04 -0.50
C 9.49690 0.51815 0.05423 0.21 -0.19 -0.03
Br 10.80564 1.19013 -1.21849 -0.39 -0.14 0.37
Br 10.02604 0.87335 1.89226 -0.19 -0.05 -0.49
Br 7.70917 1.18417 -0.32598 0.51 -0.23 0.13
H 9.46474 -0.56990 -0.06463 -0.03 0.49 0.06
```
Forces are in eV/Å.

Output
Energy above the lowest of the compared OMol25 structures with the same formula, charge and spin: 185.5 kcal per mole
Largest force on an atom: 5.32 eV/Å
Charge: +1

=====

2.
Computed, not measured: C23H40Cl3CoN4O3Si as an isolated structure in a non-equilibrium geometry, with ωB97M-V with the def2-TZVPD basis set.

XYZ file:
```
75
Properties=species:S:1:pos:R:3:forces:R:3
C 2.57491 -2.54107 -1.58964 -0.06 -0.09 0.36
C 2.10527 -1.66533 -2.70398 0.36 -0.39 -1.18
H 2.08445 -3.51891 -1.65958 -0.01 0.20 0.35
H 2.35777 -2.04823 -0.64581 0.09 -0.40 0.15
H 3.65541 -2.74349 -1.65197 -0.19 0.20 -0.07
C 2.12393 -2.18528 -3.95447 0.15 0.60 -0.15
C 2.44368 -3.62310 -4.31778 -0.01 -0.37 -0.07
H 2.00844 -1.55703 -4.85458 -0.18 -0.14 0.77
H 1.90385 -4.35258 -3.67577 0.38 0.40 -0.35
H 3.52674 -3.86489 -4.27694 -0.46 0.22 0.27
H 2.16584 -3.82479 -5.37103 -0.05 0.14 0.58
Co 2.27000 1.29363 0.14806 -0.72 -0.95 1.45
Cl 2.85471 0.26557 1.92393 0.32 0.03 -0.44
Cl 3.85784 2.31972 -0.79315 0.40 0.66 -0.25
C 0.70444 3.43340 1.68974 -0.16 -0.59 -0.72
O 0.68450 2.23644 1.30738 0.37 1.45 0.44
N -0.36263 4.23750 1.86358 0.36 -0.55 0.14
C -1.73066 3.78290 2.11543 -0.17 -0.33 -0.44
C -0.16665 5.66476 1.63282 0.50 0.32 -0.04
H 1.66514 3.94316 1.87974 -0.16 -0.05 -0.35
H -1.78548 3.18334 3.03372 0.12 0.10 -0.28
H -2.13441 3.19656 1.27840 0.15 0.17 0.30
H -2.33225 4.68593 2.22734 -0.04 -0.27 0.10
H 0.64942 6.04205 2.26071 -0.21 0.07 -0.07
H -1.09633 6.18574 1.86759 0.32 -0.01 0.07
H 0.08924 5.87855 0.58024 -0.17 -0.15 0.37
H -1.17733 -6.26004 3.47021 -0.26 0.02 -0.15
H -0.78362 -3.37036 1.59119 -0.58 -0.57 -0.18
C -2.14126 -5.84515 3.13401 -0.09 0.00 0.31
C -1.65838 -4.03354 1.51873 0.53 0.35 -0.05
N -2.03722 -4.42969 2.85282 -0.36 0.11 0.59
H -2.88760 -5.99800 3.92306 0.14 -0.19 -0.22
C -2.14827 -3.48756 3.81634 0.42 0.54 -0.75
O -1.86196 -2.29773 3.63399 -0.51 -1.28 0.37
H -2.47045 -3.47529 1.02876 0.27 -0.13 0.08
H -2.52573 -3.88286 4.77946 0.15 0.11 -0.13
H -2.44348 -6.34303 2.20672 -0.08 -0.09 0.41
H -1.41562 -4.93427 0.94479 -0.03 0.32 0.04
O 1.50370 0.20386 -1.13438 -0.75 -0.57 0.39
C 1.97864 -0.16418 -2.41258 1.18 -0.20 -0.68
C 0.31804 0.19228 -4.36462 -0.26 0.07 -0.23
C 1.32878 0.64915 -3.51793 0.45 0.13 -0.45
H -0.04571 -0.83756 -4.28685 -0.01 0.57 0.18
C -0.18351 1.01636 -5.38462 0.31 -0.07 0.31
H 3.02266 0.18202 -2.34041 0.01 -0.15 -0.51
C 1.89728 1.90614 -3.76071 -0.37 -0.07 -0.06
H -0.98564 0.65369 -6.02253 0.15 0.03 0.06
C 0.35524 2.28622 -5.58845 -0.04 -0.13 0.25
C 1.39343 2.72548 -4.76669 0.11 0.20 0.07
H 2.74722 2.21547 -3.14726 -0.38 0.06 -0.25
H -0.02297 2.92341 -6.38644 0.06 -0.12 0.19
H 1.81648 3.72377 -4.89731 -0.08 -0.32 -0.10
Si -0.67161 0.03270 -0.42441 -1.76 1.58 -0.74
Cl 0.10398 -1.65894 0.54334 0.73 0.36 0.09
C -1.65206 -0.75994 -1.81655 -0.11 -0.31 -0.16
C -0.55039 1.84610 -1.11168 0.31 0.47 0.11
C -1.88989 0.53548 0.94652 0.06 -0.48 0.25
H -1.74015 -0.14187 -2.72018 0.11 -0.18 0.33
H -2.66158 -0.87322 -1.40061 0.07 -0.12 -0.09
H -1.29016 -1.75513 -2.08732 -0.06 0.07 -0.07
H -2.28873 -0.33878 1.47655 0.04 0.27 0.09
H -2.72452 1.10660 0.51116 0.20 -0.15 0.02
H -1.34644 1.19353 1.64404 -0.33 -0.51 -0.10
H -0.88268 1.84604 -2.15250 0.10 -0.10 -0.04
H 0.43757 2.31564 -1.11183 -0.19 0.11 -0.18
H -1.21507 2.52509 -0.55872 0.11 -0.27 -0.08
N -0.09724 -0.27094 4.35432 0.13 0.45 0.26
C -1.00993 -0.00873 5.32987 0.77 1.11 -0.32
C -0.81478 1.32965 5.68346 0.32 -0.54 -0.52
C 0.25168 1.77611 4.85629 -0.23 -1.32 -0.33
N 0.69092 0.78585 4.04461 -1.09 0.47 1.17
H 0.01433 -1.14580 3.84486 -0.23 0.48 0.15
H -1.70718 -0.74358 5.69272 0.06 -0.02 -0.18
H -1.35217 1.90297 6.42331 0.03 -0.12 -0.04
H 0.70625 2.75802 4.82945 0.05 -0.15 -0.05
```
Forces are in eV/Å.

Output
Expectation value of S²: 6.01
2S+1: 5
Energy above the lowest of the compared OMol25 structures with the same formula, charge and spin: 68.0 kcal per mole
Largest force on an atom: 2.48 eV/Å

=====

3.
Computed, not measured: C8H4CrNO5S as an isolated structure in a non-equilibrium geometry, with ωB97M-V with the def2-TZVPD basis set.

XYZ file:
```
20
Properties=species:S:1:pos:R:3:forces:R:3
O 4.87121 -5.10043 -0.38694 -1.24 1.38 -0.83
C 4.17783 -4.32353 -0.85255 1.24 -1.38 0.83
Cr 0.76877 -0.67836 -0.54488 -1.14 1.91 -1.18
O 0.89873 -1.05319 2.47214 -0.47 0.86 -3.32
C 0.80120 -0.84224 1.32799 1.06 -1.66 4.21
C 0.24446 0.22899 -2.23395 0.58 0.57 -2.40
O 0.11674 0.83744 -3.21346 -0.11 -1.14 2.15
C -0.90173 -1.51992 -0.59359 -3.46 -2.34 -0.61
O -1.98203 -1.95061 -0.66053 2.43 1.06 0.31
C 1.76728 0.91881 -0.38854 2.72 2.80 -0.02
O 2.32779 1.93944 -0.35834 -1.38 -2.26 0.03
H 1.76326 -1.79123 -0.32115 1.02 -1.17 0.27
S -2.22556 3.22941 0.35277 -1.15 -1.46 1.24
C -2.84130 1.84995 1.25541 -0.40 2.60 -0.74
C -2.00161 0.74595 1.16164 2.77 -0.02 -1.84
N -0.89938 0.99478 0.36183 -1.58 0.20 1.49
C -0.87107 2.23230 -0.09004 -0.74 -0.22 0.41
H -3.77103 1.85140 1.79532 -0.28 0.29 0.10
H -2.15556 -0.22700 1.62784 0.08 0.21 -0.14
H -0.08800 2.65803 -0.71097 0.07 -0.23 0.05
```
Forces are in eV/Å.

Output
Expectation value of S²: 6.07
2S+1: 5
Energy above the lowest of the compared OMol25 structures with the same formula, charge and spin: 49.4 kcal per mole
Largest force on an atom: 4.65 eV/Å
Charge: +1

=====

4.
Computed, not measured: a single C2H4N2O2 molecule in a non-equilibrium geometry, with ωB97M-V with the def2-TZVPD basis set.

XYZ file:
```
10
Properties=species:S:1:pos:R:3:forces:R:3
C 0.85306 -0.03528 -0.68077 -3.95 3.69 -1.06
C 0.26301 0.61241 0.69556 0.59 0.03 0.90
N -1.12664 0.10872 0.92299 4.37 5.35 6.21
N -1.34748 -0.70942 0.01561 4.58 -1.66 -7.11
O -2.30482 -1.32413 -0.22188 -5.15 -3.69 -0.77
O -0.06360 -1.08089 -0.79879 -0.16 -1.10 0.31
H 0.61819 0.78045 -1.58771 1.01 -2.00 2.09
H 1.90519 -0.31747 -0.66213 -0.31 -0.23 0.23
H 1.09016 0.26552 1.40779 -1.74 0.20 0.00
H 0.11292 1.70010 0.90934 0.76 -0.59 -0.81
```
Forces are in eV/Å.

Output
Expectation value of S²: 2.01
2S+1: 3
Energy above the lowest of the compared OMol25 structures with the same formula, charge and spin: 106.3 kcal per mole
Largest force on an atom: 9.29 eV/Å

=====

5.
Computed, not measured: a single C3H5N3OS molecule in a non-equilibrium geometry, with ωB97M-V with the def2-TZVPD basis set.

XYZ file:
```
13
Properties=species:S:1:pos:R:3:forces:R:3
C -2.38775 0.30800 -0.26073 2.34 -1.07 1.47
C -0.04544 1.48700 0.17435 -0.12 4.12 1.09
C 2.46270 -0.83912 -0.13872 -1.11 1.75 -0.63
H -3.43918 0.65886 -0.27601 0.71 -0.41 -0.49
H -1.82706 2.39915 -0.39024 0.75 -3.70 0.22
H 0.27894 2.59157 0.54998 -2.27 -1.93 -1.53
H 0.32437 -1.03136 0.43572 2.31 1.14 -0.87
H 2.39987 -1.81344 -0.56267 0.45 -1.53 0.17
N -1.46801 1.33023 -0.29293 -0.17 3.00 0.48
N 1.04724 0.91438 0.39307 0.00 -1.68 0.18
N 1.23315 -0.42256 0.29608 -2.70 -1.74 0.46
O 3.34770 -0.04745 -0.30812 1.18 -0.29 0.05
S -1.89889 -1.30717 0.08032 -1.37 2.34 -0.62
```
Forces are in eV/Å.

Output
Energy above the lowest of the compared OMol25 structures with the same formula, charge and spin: 89.7 kcal per mole
SMILES: O=CN/N=C\NC=S
Largest force on an atom: 4.27 eV/Å

=====

6.
Computed, not measured: a single CH6N4OS molecule, with ωB97M-V with the def2-TZVPD basis set.

XYZ file:
```
13
Properties=species:S:1:pos:R:3:forces:R:3
C -0.53221 -0.06955 0.47874 0.23 -0.22 -0.44
H -0.15054 0.35259 3.33318 0.01 -0.01 0.25
H 0.12928 -1.20498 3.00925 -0.04 -0.36 0.23
H -2.37864 0.15469 -0.23687 -0.07 0.02 0.30
H -1.08650 -0.11356 -2.37773 0.10 0.14 -0.08
H 1.40147 -0.08303 0.91200 -0.25 -0.38 0.25
H 1.68305 -0.45798 -1.92075 0.19 -0.09 -0.39
N 0.11648 -0.28726 2.59894 0.27 0.34 0.11
N -0.97130 -0.25991 1.67072 -0.07 0.37 -0.79
N -1.42317 0.22085 -0.55514 -0.22 0.34 0.54
N 0.79934 -0.15345 0.10115 0.23 0.44 0.67
O -1.29641 -0.66837 -1.62134 0.05 -0.58 -0.54
S 1.51981 0.65468 -1.20816 -0.43 0.00 -0.11
```
Forces are in eV/Å.

Output
Energy above the lowest of the compared OMol25 structures with the same formula, charge and spin: 15.1 kcal per mole
SMILES: N/N=C(/NO)NS
Largest force on an atom: 0.88 eV/Å

=====

> Number 5 is which compound?

C3H5N3OS